Molecular formula: C40H119IN8O19
Method: DFT, wB97M-V/def2-TZVPD

CARTESIAN COORDINATES (ANGSTROEM)
H (-24.57932, -6.10699, -2.63529)
O (-16.65392, -9.17743, -12.42721)
H (-21.21974, 2.35804, -8.90451)
H (-18.13016, -7.66183, -9.22771)
H (-24.94556, -1.78163, -7.79806)
H (-26.90643, -1.91285, -10.40716)
H (-25.63311, 1.39107, -10.58871)
O (-22.86879, -4.86821, -6.66817)
H (-22.49537, -8.34319, -6.53759)
H (-24.73487, 0.48460, -6.14424)
H (-24.86256, -3.55470, -2.78460)
H (-19.90578, -0.02020, -4.98593)
H (-23.92700, -5.14604, -12.72786)
H (-18.31477, -4.91242, -5.71354)
H (-27.26770, 0.39092, -6.77358)
H (-22.04880, 1.74736, -4.15877)
C (-19.38940, -5.47982, -4.11137)
C (-20.45628, 0.39187, -11.85850)
H (-15.39053, -5.82277, -3.60497)
H (-25.70513, -6.86216, -13.30760)
H (-15.01836, -0.83418, -5.24778)
H (-16.28073, -2.43909, -4.15906)
H (-14.36230, -2.63538, -12.85357)
H (-26.43382, -3.99508, -8.98325)
C (-25.87362, -1.79255, -10.73414)
H (-21.22725, -6.67812, -4.37349)
H (-21.02631, -0.58364, -0.50463)
O (-23.31603, -11.22824, -5.05584)
H (-21.62728, -3.65202, -8.75377)
H (-24.47887, -7.85650, -5.48759)
C (-25.39107, -3.91776, -9.29115)
H (-23.67831, -4.17604, -5.37032)
C (-20.10339, 0.78117, -5.69788)
C (-21.51485, -1.60018, -2.87538)
C (-24.68502, -5.60618, -3.59763)
H (-17.81490, 0.36334, -2.91058)
C (-22.71486, -10.53758, -6.10655)
H (-28.05303, -5.47608, -15.83810)
H (-19.37713, 0.63655, -13.54342)
O (-26.91415, 1.71591, -5.30451)
H (-20.81387, -6.22165, -7.95481)
H (-17.77308, -1.27655, -2.43380)
C (-24.19111, -4.08197, -3.46227)
H (-25.22527, -2.01452, -5.33214)
I (-20.15945, -5.09878, -10.07959)
O (-25.44126, -1.46868, -6.09174)
H (-25.26086, -0.18802, -4.55003)
C (-16.03750, -6.25315, -2.84057)
O (-17.46084, -3.00139, -5.76907)
H (-25.86319, -2.26605, -11.71587)
C (-18.53961, 4.14443, -6.54367)
C (-21.85161, 1.71166, -9.51363)
H (-22.43771, -1.41379, -2.32612)
C (-20.78025, 3.36355, -5.84477)
O (-25.42762, -0.49796, -10.92835)
O (-21.44801, 0.33096, -9.51791)
H (-15.59282, -3.53371, -5.40109)
C (-25.38932, -6.43830, -14.26086)
H (-17.10596, -3.13768, -10.55364)
C (-16.22025, -2.66003, -5.22471)
C (-24.21308, -4.39664, -13.46587)
H (-16.12511, -5.75455, -1.87526)
H (-16.81144, -9.62655, -8.90475)
N (-17.28624, -7.11759, -9.33595)
H (-15.16853, -9.13881, -8.76656)
H (-16.13669, -7.43147, -13.61965)
C (-16.01323, -8.51177, -13.54337)
H (-20.78588, -6.25607, -2.77111)
H (-19.98762, -4.56865, -4.11113)
H (-13.96152, -1.47054, -6.99845)
H (-15.47928, -3.88363, -10.43193)
H (-18.76440, -1.35529, -14.81298)
H (-23.26711, -10.98007, -6.93560)
H (-20.74692, 1.43524, -11.98097)
H (-21.38495, -1.41844, -12.41676)
H (-15.07495, -3.38563, -14.01750)
N (-24.47908, -1.76273, -8.69368)
H (-23.54209, -5.14162, -7.32121)
H (-14.92740, -8.51905, -13.63832)
H (-23.14538, -3.97253, -3.17492)
H (-22.54432, -3.62252, -7.48810)
C (-17.26277, -8.35240, -11.47451)
O (-24.38252, -8.74237, -5.84474)
H (-28.48145, -7.10331, -15.49591)
H (-26.08836, -6.31067, -16.46695)
H (-17.91359, -1.05972, 0.09905)
N (-21.09987, 1.94819, -3.87717)
C (-20.24915, 0.16426, -10.40249)
H (-22.02176, 2.11261, -10.51282)
H (-23.87083, -2.67262, -10.23491)
H (-19.16193, 1.15002, -0.99340)
H (-16.50238, -8.88128, -14.44464)
H (-16.46871, -0.81110, -6.25087)
H (-21.64270, -5.92258, -6.70445)
N (-18.84540, -5.71250, -5.39985)
H (-24.54141, -0.78199, -8.92684)
O (-19.85195, 3.80280, -6.86806)
H (-15.63567, -7.24271, -2.62282)
H (-15.56228, -7.53708, -10.53840)
H (-26.53640, 0.52423, -9.30611)
H (-16.81878, -1.36214, -13.08317)
H (-18.02874, 4.69735, -7.33195)
O (-20.92718, -6.47084, -7.03467)
H (-18.55009, 4.84659, -5.71003)
O (-17.10715, -2.70577, -14.50401)
C (-21.65585, -0.36609, -12.50199)
C (-17.19651, -2.38257, -13.14756)
C (-26.93890, 0.37161, -5.73454)
H (-18.02320, -6.29812, -5.36625)
H (-22.85479, 1.78435, -9.09357)
H (-20.11471, -6.33282, -6.54228)
H (-19.90830, -1.81089, -1.01910)
H (-18.34895, -2.31734, -16.18256)
H (-22.63365, -8.64552, -4.79712)
N (-18.35348, -0.15627, 0.20096)
H (-19.85831, -7.52690, -3.53797)
H (-24.35508, -6.70278, -14.48106)
C (-27.75224, -6.33516, -15.23843)
C (-26.28463, -6.81546, -15.52103)
H (-22.48684, -0.12426, -11.83935)
H (-15.73887, -2.18452, -10.74484)
H (-18.50762, -5.36016, -2.19754)
H (-17.24154, -3.54716, -6.52778)
N (-26.21836, -8.30923, -15.67028)
H (-22.91387, -2.67380, -8.68883)
C (-17.91498, -1.81555, -15.31770)
H (-17.44780, -0.89409, -15.66521)
N (-14.87470, -3.48711, -13.03277)
H (-21.73325, 3.14652, -6.32724)
H (-17.59225, 0.50702, 0.17481)
H (-24.24623, -11.41193, -5.20609)
H (-20.86812, 1.00254, -3.60857)
C (-16.50690, -7.98780, -10.23402)
H (-17.58237, -6.29805, -9.84659)
H (-15.74313, -9.99807, -10.21645)
C (-20.32412, 2.18820, -4.99872)
H (-21.68735, -10.84159, -6.30632)
H (-18.14184, -8.94228, -11.21495)
O (-24.13801, -3.59590, -4.75901)
H (-16.78853, -0.16939, -1.49094)
H (-17.90024, 3.29436, -6.30557)
H (-25.26006, -8.55114, -15.87823)
H (-27.38315, 2.11055, -6.04336)
O (-14.78508, -1.96077, -6.94345)
H (-18.18440, -2.54439, -12.71630)
H (-23.91205, -5.69891, -5.31412)
H (-25.73052, -5.58756, -3.90535)
C (-16.21708, -3.39196, -12.50205)
H (-20.96505, 4.18787, -5.15597)
H (-27.13785, 0.63758, -10.89857)
O (-25.20578, -5.01688, -14.17859)
C (-16.10551, -3.18276, -10.98395)
C (-26.20902, 0.49818, -10.34545)
C (-18.91934, 0.08768, -1.01944)
C (-20.35953, -6.57657, -3.72169)
H (-28.04551, -6.06786, -14.22322)
C (-18.12601, -5.43621, -3.21572)
H (-19.34899, 2.50901, -4.63224)
C (-15.98220, -9.22442, -9.48678)
O (-22.19624, -3.09885, -8.21351)
C (-24.86688, -2.59336, -9.79936)
H (-18.55068, 0.86871, -12.15076)
C (-17.73373, -0.26689, -2.02496)
H (-17.69980, -4.44712, -3.38345)
H (-19.45146, 0.79638, -10.01235)
H (-20.92371, 0.53805, -6.37322)
C (-25.48377, -0.10336, -5.61363)
H (-19.98558, -0.88762, -10.29206)
H (-21.91705, -0.14191, -13.53622)
O (-17.24133, -6.52570, -3.43273)
H (-16.43480, -4.42640, -12.76780)
H (-21.21369, -2.60278, -2.57174)
H (-23.25343, -4.18556, -13.93770)
H (-19.20951, 0.84644, -6.31821)
H (-27.65090, -0.21887, -5.15792)
O (-24.00733, -6.34120, -4.60703)
H (-17.65395, -7.44666, -11.93788)
O (-20.65554, -0.63261, -2.54575)
C (-20.21830, -0.78320, -1.20848)
H (-24.80491, -4.14279, -8.40015)
H (-26.67229, -8.72296, -16.47208)
N (-19.19629, 0.25445, -12.62614)
H (-25.21966, -4.75907, -9.96265)
H (-24.45264, -3.38476, -13.13906)
C (-22.97324, -8.96658, -5.78185)
H (-21.60107, -1.74188, -3.95268)
C (-15.65224, -1.43976, -5.89552)

Values from the calculation:
charge: 0
orbital gap: 0.31321 hartree
F_max: 0.074 hartree/bohr
LUMO: 0.29 eV



Molecular formula: C40H120N25O25P5
Method: DFT, wB97M-V/def2-TZVPD

CARTESIAN COORDINATES (ANGSTROEM)
C (5.49797, -2.47589, 7.04070)
H (-4.13537, 1.31095, 2.25681)
C (2.98039, 5.17289, 3.48408)
N (1.80418, -1.01465, -8.21801)
C (-4.48578, 3.35318, -4.69356)
N (0.51629, -0.87335, -5.89714)
P (-2.18279, -0.06650, 0.72904)
N (-1.33220, -1.16413, -0.14989)
O (-1.84910, -3.52411, -4.48269)
H (3.47835, -1.26969, 2.01164)
C (-3.57655, -2.18275, -5.11614)
C (2.94299, -0.24959, -8.74632)
C (-1.75817, 3.17349, 7.36798)
H (4.03915, 5.37051, 3.67020)
C (-2.28979, 2.59147, 0.52731)
H (0.51879, 6.79491, 4.22602)
H (-4.49636, -2.50205, -5.58666)
C (3.77148, 6.77955, 1.68531)
C (0.95497, -0.89634, 6.29280)
H (5.92430, -2.12603, 3.81618)
H (3.75004, -0.89288, -9.16946)
C (3.29147, -3.66993, -6.54192)
H (-2.12339, -0.22150, 4.21138)
C (0.93908, -1.83654, -9.08238)
N (-1.90033, 1.35290, -0.14259)
H (3.17212, -2.31891, -3.35855)
H (5.46802, -1.81846, 7.90007)
H (-3.41434, 0.78845, -1.54374)
H (-0.34437, -5.37380, -2.86345)
N (1.98072, -3.07924, -6.29612)
H (3.40025, 7.27216, 0.81791)
O (-1.08595, 2.36719, 5.32309)
H (4.42138, -3.34541, -3.59948)
H (2.71341, -0.29353, 3.34180)
N (-4.28404, -2.48152, 5.38287)
C (4.67995, -6.49439, -3.46454)
N (-6.69359, 0.92499, -0.00148)
H (-0.50523, 8.53610, -0.11493)
O (-3.72060, -3.08309, 6.27060)
H (-5.61521, 6.02336, -0.52908)
H (-2.65968, -1.37155, 3.03544)
H (3.90948, -6.14839, -4.13648)
H (2.61673, 0.46338, -9.53665)
H (0.42716, 2.65288, -1.26003)
N (-1.69043, 2.07970, 6.36579)
C (-5.00377, 5.28385, -0.02677)
H (2.36932, -7.70708, -2.89575)
C (1.42426, -7.25609, -2.60616)
C (0.07483, -0.97651, -0.62692)
H (-0.54838, 4.13120, -1.43350)
O (-2.81342, -3.96821, -6.37396)
C (0.76788, -3.90468, -6.31669)
O (-5.94710, 1.83911, -0.25053)
O (-3.91801, 4.71321, -1.99388)
H (0.68477, -3.94337, -2.68602)
H (-5.67643, 2.29028, 2.17419)
N (-2.68106, -3.34369, -5.33872)
C (-0.19791, 3.95727, 2.74063)
H (-0.36613, 6.88224, -0.62455)
H (-0.05554, -1.00362, -1.71191)
H (1.25770, -2.69302, 3.79280)
H (2.43942, 5.39532, 4.41948)
C (3.25356, -3.14948, 7.65409)
H (-5.54534, 4.31399, -0.03425)
O (0.33038, 2.08009, -3.56404)
H (4.23341, 7.55783, 2.26102)
H (0.35769, -1.22395, -9.80244)
O (3.00372, 2.01559, 1.98195)
H (0.28595, 1.31993, -5.74569)
H (3.58565, -3.64552, -7.63054)
H (4.14852, -3.42488, 0.12273)
C (1.15282, 8.58004, 1.85508)
H (2.48392, -3.82633, 7.37552)
C (3.57201, -0.84545, 2.99145)
H (4.68077, 2.48281, -0.08373)
O (-4.44005, 1.01261, -4.64128)
H (0.26880, -2.37305, -8.45195)
H (0.93121, 8.02769, -0.95972)
N (2.63822, 6.09357, 2.36215)
O (-0.93424, 3.74591, -3.84645)
N (-0.15504, 3.10217, -3.17819)
O (-4.49081, -4.72047, -0.17339)
C (-0.00226, 0.60627, 2.25065)
H (0.42939, 9.38131, 1.70627)
C (3.72350, -2.88394, -0.74921)
C (-5.59245, -3.18567, 1.19931)
N (4.13052, -2.78828, 6.53980)
H (-1.74817, 0.56491, -2.08764)
C (-2.39909, 1.22442, -1.49445)
C (-4.81485, -1.17031, 5.67681)
C (5.02099, -2.73735, 3.66625)
H (0.69549, -1.79528, -0.29682)
H (2.77997, 4.12036, 3.28591)
C (-0.14046, 0.41241, -6.22377)
P (1.97913, -1.39257, -6.58343)
N (3.83904, -1.96631, 3.95386)
H (-3.71291, -2.09937, -4.02811)
H (-4.30640, 3.21111, -5.79093)
H (6.04970, -1.93133, 6.27777)
H (-2.83720, 3.36413, 7.59967)
H (-0.49390, -0.99653, -4.12947)
H (5.95339, -3.46289, 7.23972)
H (0.06197, 3.52127, 1.74818)
H (0.19272, 1.12191, 3.21508)
H (-0.07861, -3.36677, -5.91679)
N (2.86039, 2.03267, 0.76114)
N (4.19762, -6.40067, -2.06661)
N (1.84577, -1.82409, 5.62897)
O (-3.64087, -0.40365, 0.90194)
H (-5.69731, -0.75850, -0.36834)
H (-5.10354, -2.20636, 1.24009)
H (0.98537, -2.09047, -4.19378)
H (-1.28540, 4.04008, 6.92613)
H (1.48066, -0.36246, 7.06188)
H (-5.42799, -0.91844, 4.80025)
H (3.26156, 3.12515, -0.96626)
O (1.27112, 4.88453, 0.29097)
N (0.74789, 7.40042, 1.07572)
O (-4.25786, -2.84524, 4.19774)
O (2.76322, -5.57865, 0.00168)
H (-2.07207, 2.46583, 1.61102)
H (-1.57746, 3.42115, 0.23825)
H (4.35737, -0.09302, 3.08346)
C (-1.95084, -2.37130, -0.73017)
H (4.50834, -2.18077, -1.05470)
H (0.26017, -3.19654, 5.25837)
H (0.51972, -0.13714, 5.63581)
C (5.06745, -7.00998, -1.10182)
H (5.10544, -3.06019, 2.64763)
C (-1.78917, -0.78085, 3.34167)
H (-3.44190, 3.49028, -4.29723)
H (-6.37751, -0.05849, -1.82006)
N (-3.82034, 5.20950, -0.87142)
H (-5.23261, 4.08607, -4.43243)
H (2.76479, -2.32024, 8.16997)
H (0.15045, 1.34411, 1.45454)
P (3.47277, -1.52276, 5.58334)
C (3.40777, -3.35693, -3.18692)
H (-0.03383, 0.57443, -7.31109)
H (-5.17429, -3.82731, 1.97765)
H (3.78365, 3.92969, 0.54638)
O (-3.89011, 2.84059, 4.61339)
H (-1.24442, 3.71173, 2.91232)
H (3.43224, 0.24722, -7.91517)
C (-4.93333, 1.82582, 2.82285)
O (-4.04977, 3.93281, 2.78481)
H (4.50729, -7.19178, -0.20465)
O (-5.78400, 1.97284, -3.36865)
C (-0.29230, 6.16958, 3.87569)
H (0.45591, -0.01065, -0.23049)
O (-7.43032, 0.91665, 0.96265)
H (0.60539, -4.33400, -7.32444)
H (3.97384, -3.13871, -5.90904)
H (2.87022, -2.19169, -0.58517)
O (2.16920, 1.24693, 0.14954)
H (2.16941, 8.89174, 1.64964)
H (-4.71995, 5.58081, 0.98620)
H (1.18295, -0.38190, -3.98252)
N (3.42485, -3.85901, -1.80422)
C (0.56626, -1.12535, -4.46043)
H (0.78027, -7.39836, -3.49390)
H (-7.49357, -0.88484, -0.61346)
H (-0.62782, 5.47253, 4.61399)
N (-4.94514, 2.00607, -4.22882)
H (0.38773, 3.45476, 3.48929)
H (-6.66417, -3.10771, 1.30729)
N (-5.15032, -3.71967, -0.13535)
H (5.01533, -3.57560, 4.31446)
O (-5.47187, -3.04446, -1.09334)
O (-2.73048, 5.54286, -0.37462)
H (0.67967, -0.22180, 2.07533)
N (1.67758, -5.81092, -2.43214)
H (0.13973, -4.88885, -1.25543)
P (1.18096, 5.82111, 1.46326)
N (-1.38765, 0.13912, 2.22600)
O (3.22914, -0.82077, -5.98924)
O (3.84201, -0.14911, 5.93265)
H (1.02654, -7.81364, -1.77015)
H (5.39123, -7.96722, -1.45545)
H (0.14960, -1.50401, 6.74844)
C (0.45587, -4.94510, -2.29275)
H (-3.14504, -1.23670, -5.49414)
H (-3.00922, -2.20710, -0.68226)
C (0.17945, 7.71313, -0.21431)
H (3.88676, -3.53880, 8.43582)
H (-1.19682, 0.38359, -5.92307)
C (-6.61491, -0.29750, -0.77973)
H (4.92104, -7.49922, -3.82420)
H (-2.36880, 2.22582, -1.90819)
N (0.10437, 5.39750, 2.67505)
H (-0.92574, -1.38301, 3.56803)
H (-3.29311, 2.87937, 0.28119)
H (-5.34835, 1.18366, 3.56404)
H (1.53398, -2.50811, -9.65389)
H (-3.92641, -0.51025, 5.71094)
H (0.93641, -4.71386, -5.62094)
H (4.59278, 6.15160, 1.33321)
H (-1.71032, -3.26851, -0.18589)
H (1.13274, 8.50505, 2.91939)
C (3.70145, 3.00434, 0.02009)
H (5.84862, -6.32776, -0.78084)
H (1.14187, 4.15622, -2.00203)
H (1.78714, -3.89846, 4.92144)
H (5.63299, -5.94494, -3.62310)
P (2.99835, -5.42111, -1.43721)
H (2.81271, -3.97396, -3.80401)
C (0.25437, 3.54017, -1.85850)
H (-5.37887, -1.19975, 6.65375)
O (-2.25690, 1.02115, 6.59364)
H (-1.14230, 6.84825, 3.60021)
H (-1.21109, 2.87392, 8.27296)
H (3.29025, -4.73802, -6.30686)
N (-4.22005, 2.95599, 3.45696)
H (-1.62421, -2.44368, -1.80529)
C (1.23382, -2.92155, 4.83714)

Values from the calculation:
charge: 0
energy relative to the best compared isomer or geometry (same formula, charge and spin): 0.0 kcal/mol
orbital gap: 0.28878 hartree
F_max: 0.058 hartree/bohr
LUMO: -0.17 eV